13 unconnected molecules or ions with the total composition C30H78O16 in a non-equilibrium geometry. Source: the OMol25 dataset; level of theory: the ωB97M-V functional and the def2-TZVPD basis.

## Properties
Gap between HOMO and LUMO   8.117 eV
LUMO energy   -0.058 Ha
Energy   -2393.3526 Eh

CARTESIAN COORDINATES (ANGSTROEM)
O (3.0827, -4.4834, -1.6031)
C (2.3299, -3.4083, -1.3454)
C (0.8709, -3.2662, -2.0941)
C (0.3064, -2.1235, -1.3128)
C (-1.2374, -1.6190, -1.7058)
C (-2.2143, -2.9095, -1.2847)
O (-3.5332, -2.4973, -0.7779)
C (1.3134, -1.5611, -0.1478)
O (0.9789, -0.7464, 0.8689)
O (2.5838, -2.2183, -0.4943)
H (0.4182, -3.9009, -2.9727)
H (-1.3033, -1.3797, -2.8710)
H (-1.5411, -0.6454, -1.0853)
H (-2.2414, -3.6208, -2.2158)
H (-1.6506, -3.4609, -0.3961)
H (-3.9727, -1.9677, -1.5158)
C (-2.2556, -1.9927, 3.0638)
C (-2.6460, -3.3874, 2.6202)
O (-4.0064, -3.4041, 2.2137)
H (-2.8895, -1.6612, 3.8927)
H (-1.2105, -1.9638, 3.3846)
H (-2.3946, -1.2741, 2.2495)
H (-2.5266, -4.0984, 3.4430)
H (-2.0252, -3.7210, 1.7829)
H (-4.1001, -2.7758, 1.4771)
C (6.6427, -0.2957, -1.8775)
C (5.6834, 0.4998, -1.0164)
O (4.3717, 0.4242, -1.5546)
H (6.6453, 0.0861, -2.9037)
H (7.6595, -0.2438, -1.4785)
H (6.3371, -1.3458, -1.9293)
H (5.9797, 1.5524, -0.9851)
H (5.6653, 0.1158, 0.0083)
H (4.1147, -0.5138, -1.5701)
C (2.8287, 2.1972, -4.4362)
C (1.3480, 1.9237, -4.6009)
O (1.0665, 0.5691, -4.2812)
H (3.4160, 1.5384, -5.0842)
H (3.0630, 3.2365, -4.6833)
H (3.1472, 1.9988, -3.4076)
H (1.0384, 2.1020, -5.6349)
H (0.7544, 2.5696, -3.9466)
H (1.3372, 0.4233, -3.3585)
C (-1.3530, -0.6421, -7.0260)
C (-1.3995, -1.8506, -6.1140)
O (-2.2913, -1.6102, -5.0355)
H (-1.0278, 0.2450, -6.4728)
H (-0.6663, -0.8096, -7.8605)
H (-2.3476, -0.4206, -7.4267)
H (-0.4084, -2.0552, -5.6986)
H (-1.7364, -2.7391, -6.6569)
H (-3.1703, -1.4380, -5.4146)
C (-4.3911, 1.0034, 6.7593)
C (-3.5776, 0.1518, 5.8066)
O (-4.0612, 0.3100, 4.4810)
H (-5.4485, 0.7222, 6.7192)
H (-4.0337, 0.8892, 7.7865)
H (-4.3319, 2.0606, 6.4806)
H (-3.6571, -0.9057, 6.0752)
H (-2.5210, 0.4357, 5.8312)
H (-3.9784, 1.2510, 4.2490)
C (-3.0678, -3.2065, 8.8319)
C (-4.1761, -2.3080, 9.3406)
O (-5.0862, -2.0181, 8.2900)
H (-2.5327, -2.7271, 8.0057)
H (-2.3550, -3.4358, 9.6289)
H (-3.4773, -4.1450, 8.4440)
H (-3.7650, -1.3627, 9.7069)
H (-4.7244, -2.7859, 10.1584)
H (-5.4521, -2.8634, 7.9774)
C (-1.2234, 2.9238, 0.1089)
C (-2.7041, 2.6502, -0.0558)
O (-2.9855, 1.2957, 0.2639)
H (-0.6361, 2.2650, -0.5390)
H (-0.9891, 3.9630, -0.1381)
H (-0.9049, 2.7253, 1.1375)
H (-3.0137, 2.8286, -1.0898)
H (-3.2976, 3.2962, 0.5985)
H (-2.7149, 1.1499, 1.1866)
C (6.9918, 1.0802, 3.8399)
C (6.5073, 0.4877, 2.5328)
O (7.4420, 0.7622, 1.4998)
H (7.1255, 2.1628, 3.7453)
H (6.2799, 0.8811, 4.6459)
H (7.9649, 0.6622, 4.1175)
H (5.5453, 0.9239, 2.2479)
H (6.3836, -0.5966, 2.6155)
H (8.2905, 0.3633, 1.7585)
C (8.8906, 3.3764, -3.3202)
C (7.9314, 4.1718, -2.4591)
O (6.6196, 4.0963, -2.9973)
H (8.8933, 3.7582, -4.3464)
H (9.9075, 3.4282, -2.9212)
H (8.5850, 2.3263, -3.3720)
H (8.2276, 5.2245, -2.4278)
H (7.9132, 3.7879, -1.4344)
H (6.3626, 3.1583, -3.0128)
C (-7.2083, 0.2130, -3.4047)
C (-6.4308, -0.0374, -2.1291)
O (-5.2187, -0.7151, -2.4250)
H (-7.4313, -0.7318, -3.9110)
H (-8.1480, 0.7310, -3.1933)
H (-6.6215, 0.8180, -4.1036)
H (-7.0117, -0.6604, -1.4427)
H (-6.1927, 0.9037, -1.6236)
H (-4.7064, -0.1498, -3.0284)
C (-6.5959, -6.6312, 2.2923)
C (-7.8097, -5.7251, 2.2821)
O (-7.5574, -4.5675, 3.0647)
H (-6.3465, -6.9286, 3.3161)
H (-6.7759, -7.5307, 1.6969)
H (-5.7207, -6.1109, 1.8897)
H (-8.6765, -6.2413, 2.7053)
H (-8.0577, -5.4128, 1.2630)
H (-6.7913, -4.1118, 2.6756)
C (5.7873, 7.5431, -1.9614)
C (5.1005, 7.7510, -3.2953)
O (5.8676, 7.1590, -4.3333)
H (6.7898, 7.9831, -1.9723)
H (5.2106, 7.9977, -1.1509)
H (5.9103, 6.4757, -1.7512)
H (4.9993, 8.8185, -3.5117)
H (4.1022, 7.3024, -3.2968)
H (5.9444, 6.2097, -4.1362)

Atomic forces in eV per Å
O -3.882 7.746 2.619
C 0.672 -5.267 -3.444
C 0.705 4.519 4.691
C -0.479 -2.410 -3.174
C 0.684 0.067 0.937
C 1.094 0.367 0.532
O 1.439 0.113 -2.232
C -2.997 1.885 2.165
O 3.226 -5.733 -7.114
O -1.534 -1.167 0.445
H 1.212 1.407 2.165
H 0.284 -0.605 2.591
H 0.669 -2.250 -1.257
H -0.262 1.220 1.760
H -1.480 1.083 -1.909
H 0.462 -0.735 1.355
C 0.125 0.050 0.287
C -0.160 0.388 -0.172
O -0.329 -0.064 -0.124
H 0.139 -0.136 -0.224
H -0.003 0.061 -0.061
H 0.080 -0.091 0.000
H -0.164 0.011 -0.147
H 0.185 -0.073 0.083
H 0.126 -0.320 0.134
C 0.241 0.012 -0.062
C 0.005 -0.446 0.055
O -0.550 -0.136 -0.237
H 0.016 0.018 0.105
H -0.076 -0.057 -0.036
H 0.072 0.052 0.090
H -0.208 -0.076 0.053
H 0.199 0.147 -0.150
H 0.140 0.465 0.073
C 0.200 0.143 -0.027
C 0.302 0.023 0.249
O -0.202 -0.417 0.252
H -0.128 0.108 0.007
H 0.038 -0.060 0.037
H -0.042 0.082 -0.046
H -0.073 -0.196 0.138
H 0.015 0.186 -0.103
H -0.101 0.082 -0.490
C 0.165 0.179 -0.093
C -0.106 0.189 -0.291
O -0.495 -0.007 0.297
H 0.066 -0.204 -0.017
H -0.095 0.060 0.025
H 0.063 -0.116 -0.081
H -0.209 0.067 0.117
H 0.155 -0.036 -0.094
H 0.466 -0.129 0.216
C -0.141 -0.024 0.205
C -0.089 0.326 0.113
O -0.028 0.340 -0.448
H 0.213 -0.086 0.057
H -0.081 0.052 -0.060
H 0.127 -0.028 0.059
H -0.075 0.135 -0.172
H 0.092 -0.071 0.179
H -0.105 -0.516 0.156
C 0.246 -0.044 0.015
C -0.032 -0.327 -0.189
O -0.285 -0.062 -0.206
H -0.048 0.007 0.156
H -0.022 -0.052 -0.095
H 0.031 0.026 0.134
H -0.196 -0.036 -0.138
H 0.158 0.032 0.161
H 0.163 0.481 0.120
C 0.183 0.139 -0.105
C 0.254 -0.082 0.307
O -0.101 -0.265 0.178
H -0.111 0.101 0.029
H 0.053 -0.069 0.059
H -0.045 0.103 -0.058
H -0.059 -0.178 0.137
H 0.012 0.198 -0.117
H -0.152 -0.024 -0.474
C -0.075 0.136 0.199
C 0.264 -0.033 0.263
O 0.485 -0.073 -0.216
H -0.109 -0.144 -0.018
H 0.112 0.020 -0.013
H -0.122 -0.069 0.036
H 0.197 -0.041 -0.130
H -0.190 -0.003 0.114
H -0.453 0.238 -0.145
C 0.205 0.005 -0.122
C 0.144 -0.311 -0.054
O -0.464 -0.081 -0.094
H 0.024 0.037 0.174
H -0.063 -0.069 -0.060
H 0.074 0.036 0.116
H -0.229 -0.096 -0.040
H 0.170 0.072 0.062
H 0.043 0.495 -0.024
C -0.173 -0.064 -0.120
C -0.148 0.245 -0.115
O 0.611 -0.120 -0.315
H -0.025 0.097 0.145
H 0.091 -0.015 -0.079
H -0.078 0.080 0.094
H 0.270 -0.002 -0.078
H -0.151 -0.019 0.077
H -0.207 -0.283 0.357
C 0.132 -0.231 -0.034
C 0.383 0.142 0.003
O 0.037 0.306 -0.006
H -0.125 0.013 -0.120
H 0.071 0.026 0.026
H -0.106 -0.040 -0.052
H 0.068 0.224 0.038
H -0.083 -0.197 -0.094
H -0.253 -0.208 0.266
C 0.057 0.049 0.269
C 0.204 -0.344 0.077
O 0.061 -0.214 -0.211
H -0.163 0.052 -0.033
H 0.071 -0.055 0.010
H -0.141 0.072 -0.012
H 0.063 -0.175 -0.143
H -0.113 0.137 0.143
H 0.007 0.327 -0.039

Results of the Mulliken charge analysis, in e, for atoms 1 through 8: number 1, O, carries -0.55; number 2, C, carries 0.37; number 3, C, carries -0.29; number 4, C, carries 0.31; number 5, C, carries 0.56; number 6, C, carries -0.34; number 7, O, carries -0.31; number 8, C, carries 0.38